# C10H13N

An isolated molecule of C10H13N at a distorted geometry (ωB97M-V with the def2-TZVPD basis set, the Open Molecules 2025 dataset).

Atoms and positions in Å:
C1 -0.1643 -2.7535 0.7675
C2 -0.8244 -1.9570 -0.3413
C3 -1.6034 -0.7242 0.2678
C4 -0.6065 0.4354 0.0923
C5 -1.2109 1.6604 0.6445
C6 -0.4490 2.7352 0.8203
C7 0.9743 2.7044 0.5652
C8 1.6650 1.4872 0.1642
C9 0.7476 0.3167 -0.2712
C10 1.3666 -0.7617 -1.1448
N1 0.2416 -1.8537 -1.4945
H1 0.4207 -1.9867 1.2647
H2 0.3842 -3.6862 0.5132
H3 -0.8456 -3.1581 1.6801
H4 -1.4823 -2.7782 -0.8232
H5 -1.7320 -1.0735 1.4156
H6 -2.6994 -0.5112 -0.2364
H7 -2.1377 1.5210 0.9260
H8 -1.0288 3.6519 0.9649
H9 1.4915 3.6520 0.7234
H10 2.7508 1.5565 -0.1075
H11 2.4551 -1.3256 -0.8255
H12 1.6976 -0.2116 -2.1152
H13 -0.3354 -1.5323 -2.3058

Cartesian forces (eV/Å) of the 6 atoms listed first:
-0.755 -0.788 2.910
-0.945 -3.695 -1.970
0.013 -1.603 -1.019
-1.039 0.796 1.816
6.016 -3.194 -2.308
1.184 1.736 -0.766

Calculated values
ΔE to the lowest compared entry with this formula, charge and spin ... 3.940 eV
E_LUMO ... 0.0344 Eh
SMILES ... C[C@H]1Cc2ccccc2CN1
Largest force on an atom ... 7.19 eV/A
Frontier orbital gap ... 0.3545 Eh


# C10H13N2O5SYb

A structure of composition C10H13N2O5SYb at a distorted geometry (ωB97M-V with the def2-TZVPD basis set, the Open Molecules 2025 dataset).

Atoms and positions in Å:
O1 1.2577 1.2413 -5.9503
C1 0.9334 0.9370 -4.8281
Yb1 -0.9659 -1.6445 -2.6156
O2 -0.0891 2.4165 -1.5230
C2 -0.1084 1.8041 -2.6017
C3 0.3474 -0.4148 -4.2835
O3 0.9747 -1.3517 -3.7205
C4 1.1103 1.6188 -3.4659
O4 2.2447 1.8093 -3.0437
C5 -1.3864 1.0698 -2.9459
O5 -2.5146 1.4097 -3.0507
H1 -0.9465 -0.6515 -4.3179
C6 -1.6815 -1.6503 3.8470
C7 -0.4367 -1.5278 2.9887
N1 -0.8225 -1.5379 1.5515
C8 0.1320 -1.2917 0.5963
S1 0.5023 -2.4699 -0.6002
N2 0.7731 -0.1190 0.6273
C9 0.3061 1.0819 1.3581
C10 1.4056 1.6420 2.2356
H2 -2.3707 -0.8213 3.6577
H3 -1.3923 -1.6243 4.9005
H4 -2.2016 -2.5947 3.6585
H5 0.0969 -0.5958 3.2005
H6 0.2481 -2.3684 3.1919
H7 -1.3450 -2.3903 1.3277
H8 1.4832 0.0317 -0.0925
H9 0.0001 1.8181 0.6019
H10 -0.5848 0.8017 1.9284
H11 2.2065 2.0662 1.6216
H12 0.9937 2.4375 2.8621
H13 1.8304 0.8685 2.8843

Cartesian forces (eV/Å) of the 6 atoms listed first:
-0.999 -0.951 2.834
0.541 0.270 -1.566
-0.930 -1.783 1.922
-0.134 -1.995 -3.291
0.078 2.586 3.546
-0.584 -4.431 -0.508

Calculated values
ΔE to the lowest compared entry with this formula, charge and spin ... 2.706 eV
E_LUMO (spin up / spin down) ... -0.3590 / -0.3862 Eh
2S+1 ... 2
Largest force on an atom ... 4.50 eV/A
Expectation value of S² ... 0.775
Frontier orbital gap (spin up / spin down) ... 0.2386 / 0.2113 Eh
Charge ... +2


# C10H13N2P

An isolated molecule of C10H13N2P at a distorted geometry (ωB97M-V with the def2-TZVPD basis set, the Open Molecules 2025 dataset).

Atoms and positions in Å:
C1 -3.8652 -0.1387 0.0961
C2 -3.0716 -0.2507 -1.0999
C3 -3.2452 0.0438 1.3015
C4 -1.6797 -0.3358 -0.9903
C5 -1.8897 -0.1277 1.4351
C6 -1.1153 -0.3582 0.2919
C7 0.9017 -1.5308 0.6814
C8 0.3871 -0.3403 0.4081
C9 3.4673 -1.3902 -0.8036
C10 0.4593 2.1523 -0.0216
N1 3.1633 -0.7541 0.4737
N2 1.0993 0.8770 0.4229
P1 2.8230 0.8262 0.6468
H1 -4.9195 -0.3017 0.0570
H2 -3.5676 -0.4588 -2.0518
H3 -3.8536 0.1826 2.1792
H4 -0.9438 -0.4646 -1.7523
H5 -1.3686 0.1444 2.3287
H6 0.5658 -2.4851 0.7403
H7 3.3865 -2.5610 -0.8324
H8 2.5511 -1.1054 -1.5140
H9 4.4508 -0.9293 -1.2230
H10 -0.5367 2.2511 0.4665
H11 1.1682 2.9868 0.2186
H12 0.3558 1.9534 -1.0724
H13 2.8944 0.9193 1.9725

Cartesian forces (eV/Å) of the 6 atoms listed first:
1.398 -0.324 -2.300
-0.546 -0.793 0.969
-0.458 -0.630 0.794
-0.596 -0.320 1.514
0.953 0.774 -1.147
0.113 1.488 -0.026

Calculated values
ΔE to the lowest compared entry with this formula, charge and spin ... 3.628 eV
E_LUMO (spin up / spin down) ... -0.0175 / -0.0032 Eh
Largest force on an atom ... 5.07 eV/A
Frontier orbital gap (spin up / spin down) ... 0.2681 / 0.2812 Eh


# C10H13N2P

A cluster of 2 separate species, C10H13N2P in total at a distorted geometry (ωB97M-V with the def2-TZVPD basis set, the Open Molecules 2025 dataset).

Atoms and positions in Å:
C1 2.4797 -2.4559 -0.6324
C2 1.9217 -2.1544 -1.8372
C3 1.8714 -2.0011 0.5407
C4 0.7103 -1.3913 -1.8185
C5 0.7782 -1.2594 0.5555
C6 0.2014 -0.8229 -0.6523
C7 -0.7369 0.0639 1.7235
C8 -1.5068 0.3421 0.5207
C9 -3.0007 0.4124 0.6356
C10 -0.4624 2.6884 0.6692
N1 0.2856 -0.7488 1.7592
N2 -0.9700 -0.0925 -0.6447
P1 0.6208 2.4462 -0.6841
H1 3.5245 -2.9057 -0.7370
H2 2.4117 -2.4670 -2.7586
H3 2.4014 -2.1246 1.4626
H4 0.3013 -1.2114 -2.7980
H5 -0.9509 0.5927 2.6393
H6 -3.3187 0.9288 1.5541
H7 -3.3905 -0.6064 0.5854
H8 -3.4338 0.9928 -0.1348
H9 -0.0300 2.9769 1.5743
H10 -1.1905 3.2835 0.3280
H11 -1.4815 0.0399 -1.4247
H12 1.6300 1.7773 0.0306
H13 1.3348 3.6965 -0.4562

Cartesian forces (eV/Å) of the 6 atoms listed first:
2.117 -0.340 -0.448
-1.750 0.835 0.170
3.316 -1.777 -0.001
1.272 -0.062 -0.691
-2.784 2.515 -0.090
0.441 -2.219 -1.510

Calculated values
ΔE to the lowest compared entry with this formula, charge and spin ... 2.260 eV
E_LUMO (spin up / spin down) ... 0.0038 / 0.0007 Eh
Largest force on an atom ... 3.97 eV/A
Frontier orbital gap (spin up / spin down) ... 0.2482 / 0.2738 Eh


# C10H13NO2S

A cluster of 2 separate species, C10H13NO2S in total at a distorted geometry (ωB97M-V with the def2-TZVPD basis set, the Open Molecules 2025 dataset).

Atoms and positions in Å:
C1 1.6713 -1.4690 2.5533
C2 1.4149 -0.0804 2.7242
C3 0.8978 -2.2480 1.6622
C4 0.3117 0.5352 2.0701
C5 -0.1660 -1.5655 0.9916
C6 -0.4220 -0.2508 1.1695
C7 -0.5200 2.6180 -1.9579
C8 0.9959 -1.2103 -2.0078
C9 -1.5110 0.3813 0.4845
C10 -0.0983 1.2585 -1.6877
N1 -2.2480 -0.0126 -0.4933
O1 -3.2500 0.6154 -0.8086
O2 -2.0060 -1.0703 -1.1147
S1 -0.2721 -0.0596 -2.6041
H1 2.4575 -1.8823 3.1005
H2 2.0065 0.5382 3.4056
H3 0.9987 -3.2732 1.6635
H4 -0.1194 1.5151 2.2188
H5 -0.8852 -2.0749 0.2733
H6 0.4081 3.2352 -2.0966
H7 -1.3130 2.7858 -2.7624
H8 -0.9083 3.0849 -1.0679
H9 1.9375 -0.8883 -2.5753
H10 0.8012 -2.1930 -2.1378
H11 1.1253 -0.9574 -0.9412
H12 -1.6533 1.4750 0.6588
H13 0.3463 1.1932 -0.7204

Cartesian forces (eV/Å) of the 6 atoms listed first:
-1.444 1.355 -1.431
-1.235 0.393 -0.442
-1.238 4.156 0.853
1.002 -1.631 0.195
0.462 -3.887 -0.618
-0.355 1.076 0.204

Calculated values
ΔE to the lowest compared entry with this formula, charge and spin ... 7.048 eV
E_LUMO (spin up / spin down) ... -0.0315 / -0.0314 Eh
Largest force on an atom ... 5.11 eV/A
Frontier orbital gap (spin up / spin down) ... 0.2381 / 0.2381 Eh


# C10H13NO3P

A structure of composition C10H13NO3P at a distorted geometry (ωB97M-V with the def2-TZVPD basis set, the Open Molecules 2025 dataset).

Atoms and positions in Å:
C1 4.2239 -0.0619 -0.0143
C2 3.7813 -0.2015 1.2526
C3 3.3482 -0.1180 -1.0808
C4 2.3902 -0.4673 1.4160
C5 1.9824 -0.1894 -0.9106
C6 1.5295 -0.3838 0.3430
C7 -3.1395 -1.5158 0.3973
C8 -1.5626 2.4382 -1.1129
C9 0.1087 -0.7116 0.7124
C10 -1.8535 -0.3711 -0.6014
N1 -3.7454 -2.4470 -0.1322
O1 -3.8928 1.1974 -0.2147
O2 -2.1835 1.6621 1.4951
O3 -0.6391 -1.0584 -0.4780
P1 -2.4611 1.2856 0.0804
H1 5.2390 -0.2792 -0.2274
H2 4.5421 -0.1493 1.9293
H3 3.7806 0.0819 -2.0347
H4 2.0674 -0.7312 2.3907
H5 1.1929 0.0419 -1.6257
H6 -3.2861 -1.1727 1.4710
H7 -2.2871 2.8645 -1.8881
H8 -1.3514 3.4238 -0.7144
H9 -0.7382 1.8356 -1.5962
H10 0.1548 -1.5816 1.3171
H11 -0.6248 0.1100 1.0758
H12 -2.0902 -0.6163 -1.5932
H13 -4.4856 -2.8847 0.3440

Cartesian forces (eV/Å) of the 6 atoms listed first:
-0.264 -1.209 -1.509
-3.335 -0.522 -1.010
-0.070 1.027 -0.702
2.864 0.901 0.212
-0.118 1.097 -1.101
-1.163 -0.825 2.863

Calculated values
ΔE to the lowest compared entry with this formula, charge and spin ... 4.232 eV
E_LUMO ... 0.1129 Eh
Largest force on an atom ... 5.11 eV/A
Frontier orbital gap ... 0.2755 Eh
Charge ... -1


# C10H13NS

A cluster of 3 separate species, C10H13NS in total at a distorted geometry (ωB97M-V with the def2-TZVPD basis set, the Open Molecules 2025 dataset).

Atoms and positions in Å:
C1 -0.4628 2.8655 0.9106
S1 -0.0441 1.7854 -0.4754
C2 -1.1671 0.4429 -0.1372
C3 -2.2187 0.2776 -1.0325
C4 -3.0207 -0.8803 -0.9201
C5 -2.7812 -1.8115 0.1630
C6 -1.8425 -1.4321 1.1697
C7 -1.0120 -0.3575 0.9724
H1 0.3477 3.4855 1.0530
H2 -1.2046 3.6309 0.7258
H3 -0.7266 2.2188 1.6991
H4 -2.5003 0.9914 -1.7979
H5 -4.0564 -0.8272 -1.3950
H6 -3.4581 -2.5119 0.4736
H7 -1.6205 -2.1154 2.0234
H8 -0.4078 0.0277 1.7557
C8 2.6219 1.1442 2.7053
N1 2.1830 0.2363 2.1691
H9 3.0672 2.0165 2.9734
C9 2.9676 -1.1451 -2.6925
C10 3.0896 -2.0070 -1.7230
H10 2.0011 -0.7670 -3.0900
H11 3.8524 -0.6937 -3.1550
H12 4.0701 -2.1178 -1.2916
H13 2.3228 -2.4561 -1.0839

Cartesian forces (eV/Å) of the 6 atoms listed first:
-1.002 -0.070 -1.496
-0.200 0.136 -0.041
-0.102 1.080 -1.198
-0.669 -1.943 0.017
-1.243 0.019 1.811
1.636 4.252 -0.241

Calculated values
ΔE to the lowest compared entry with this formula, charge and spin ... 1.795 eV
E_LUMO ... 0.0268 Eh
SMILES ... CSc1ccccc1.C#N.C=C
Largest force on an atom ... 4.56 eV/A
Frontier orbital gap ... 0.3345 Eh


# C10H14BClN6Ti

A structure of composition C10H14BClN6Ti at a distorted geometry (ωB97M-V with the def2-TZVPD basis set, the Open Molecules 2025 dataset).

Atoms and positions in Å:
C1 2.9241 -0.3032 1.1759
N1 1.6525 -0.2734 0.6975
N2 1.7236 -0.0508 -0.6611
C2 3.0134 -0.0267 -1.0375
C3 3.8088 -0.1700 0.0954
B1 0.4610 0.1524 -1.5482
N3 -0.5387 -0.9761 -1.2101
N4 -0.9779 -1.2101 0.0757
C4 -1.7769 -2.3130 0.0238
C5 -1.8433 -2.7655 -1.2895
C6 -1.0514 -1.9043 -2.0393
Ti1 -0.1728 -0.2099 1.7418
N5 -0.2273 1.5201 -1.2327
N6 -0.6890 1.7116 0.0314
C7 -1.2025 2.9455 0.0928
C8 -1.1010 3.5591 -1.1725
C9 -0.4708 2.6145 -1.9923
H1 -1.5942 3.3390 1.0233
H2 -0.1825 2.6142 -3.0228
H3 -1.4330 4.5345 -1.4456
H4 0.7674 0.1265 -2.7090
H5 -0.8018 -1.8810 -3.0877
H6 3.2555 0.0886 -2.0864
H7 -2.3871 -3.6208 -1.6555
H8 4.8824 -0.1758 0.1281
H9 -2.2288 -2.7242 0.9193
H10 3.1117 -0.4030 2.2355
H11 -1.9648 -0.3243 2.3930
C10 -1.4563 -1.1453 2.9732
H12 -1.9983 -2.0519 2.7369
H13 -0.3325 -1.3789 2.7385
H14 -1.4810 -0.8211 4.0087
Cl1 0.3114 1.5234 3.0995

Cartesian forces (eV/Å) of the 6 atoms listed first:
-0.425 0.015 -1.474
0.228 0.348 0.262
-0.299 -0.096 0.342
-0.194 0.106 0.557
-0.281 -0.019 0.245
0.647 -0.881 -0.244

Calculated values
ΔE to the lowest compared entry with this formula, charge and spin ... 0.000 eV
E_LUMO (spin up / spin down) ... -0.2992 / -0.4143 Eh
2S+1 ... 3
Largest force on an atom ... 8.75 eV/A
Expectation value of S² ... 2.012
Frontier orbital gap (spin up / spin down) ... 0.2864 / 0.1737 Eh
Charge ... +2


Copy entry 1 word for word.
# C10H13N

An isolated molecule of C10H13N at a distorted geometry (ωB97M-V with the def2-TZVPD basis set, the Open Molecules 2025 dataset).

Atoms and positions in Å:
C1 -0.1643 -2.7535 0.7675
C2 -0.8244 -1.9570 -0.3413
C3 -1.6034 -0.7242 0.2678
C4 -0.6065 0.4354 0.0923
C5 -1.2109 1.6604 0.6445
C6 -0.4490 2.7352 0.8203
C7 0.9743 2.7044 0.5652
C8 1.6650 1.4872 0.1642
C9 0.7476 0.3167 -0.2712
C10 1.3666 -0.7617 -1.1448
N1 0.2416 -1.8537 -1.4945
H1 0.4207 -1.9867 1.2647
H2 0.3842 -3.6862 0.5132
H3 -0.8456 -3.1581 1.6801
H4 -1.4823 -2.7782 -0.8232
H5 -1.7320 -1.0735 1.4156
H6 -2.6994 -0.5112 -0.2364
H7 -2.1377 1.5210 0.9260
H8 -1.0288 3.6519 0.9649
H9 1.4915 3.6520 0.7234
H10 2.7508 1.5565 -0.1075
H11 2.4551 -1.3256 -0.8255
H12 1.6976 -0.2116 -2.1152
H13 -0.3354 -1.5323 -2.3058

Cartesian forces (eV/Å) of the 6 atoms listed first:
-0.755 -0.788 2.910
-0.945 -3.695 -1.970
0.013 -1.603 -1.019
-1.039 0.796 1.816
6.016 -3.194 -2.308
1.184 1.736 -0.766

Calculated values
ΔE to the lowest compared entry with this formula, charge and spin ... 3.940 eV
E_LUMO ... 0.0344 Eh
SMILES ... C[C@H]1Cc2ccccc2CN1
Largest force on an atom ... 7.19 eV/A
Frontier orbital gap ... 0.3545 Eh